one | A 2-piece molecular cluster, C9H18N3 overall, computed with ωB97M-V with the def2-TZVPD basis set.

Its expectation value of S² is 2.017. As for the LUMO energy (spin up / spin down): -0.10474 / -0.19745 hartree. The HOMO energy (spin up / spin down) is -8.7 / -13.7 eV.

ORCA input file:
```
! RIJCOSX wB97M-V def2-TZVPD def2/J DEFGRID3
* xyz 1 3
C -0.999 -0.836 -2.710
C 0.387 0.054 0.855
C -0.776 -2.106 -2.828
C 1.134 0.175 3.176
C 0.477 -1.997 2.003
C -1.250 0.060 2.659
C -2.148 1.205 -3.231
C 2.024 1.888 -1.230
C 0.096 -0.447 2.169
N 0.932 0.278 -0.125
N -1.144 0.385 -2.648
N 1.441 0.603 -1.266
H 0.163 -2.602 -3.265
H -1.510 -2.775 -2.462
H 1.600 -0.616 3.758
H 1.904 0.790 2.718
H 0.666 0.838 3.825
H 0.448 -2.475 2.892
H 1.484 -2.078 1.628
H -0.273 -2.382 1.380
H -2.013 -0.279 2.013
H -1.236 1.104 2.821
H -1.479 -0.324 3.664
H -1.795 1.728 -4.067
H -3.079 0.682 -3.530
H -2.458 1.999 -2.592
H 1.377 2.603 -0.553
H 3.048 1.834 -0.793
H 2.231 2.297 -2.255
H 0.749 0.393 -2.005
*
```



two | An isolated ion of composition C9H18N3 and charge +1, computed with ωB97M-V with the def2-TZVPD basis set.

Its expectation value of S² is 2.040. As for the LUMO energy (spin up / spin down): -0.14661 / -0.23968 hartree. The HOMO energy (spin up / spin down) is -10.4 / -13.8 eV.

ORCA input file:
```
! RIJCOSX wB97M-V def2-TZVPD def2/J DEFGRID3
* xyz 1 3
C 1.971 -2.264 0.530
C 1.044 -2.202 -0.457
C -0.327 -0.221 -0.072
C 0.917 0.569 0.267
C -2.031 1.553 0.653
C -2.410 -0.898 0.706
C -2.308 0.092 -1.500
C 1.938 0.723 -0.804
C -1.735 0.209 -0.125
N -0.003 -1.395 -0.410
N 1.246 1.042 1.455
N 3.091 1.463 -0.289
H 2.796 -2.926 0.529
H 0.975 -2.845 -1.387
H -1.727 1.456 1.726
H -1.525 2.316 0.086
H -3.027 2.033 0.812
H -3.550 -0.784 0.783
H -1.836 -1.058 1.703
H -2.375 -1.917 0.331
H -3.381 -0.209 -1.451
H -1.827 -0.736 -2.090
H -2.067 0.990 -2.072
H 1.530 1.210 -1.714
H 2.305 -0.294 -1.092
H 3.212 2.444 -0.552
H 2.181 1.575 1.604
H 3.996 1.104 -0.770
H 1.995 -1.651 1.367
H 0.932 0.620 2.233
*
```



Quick one: least stable of them? one



one | One molecule with the formula C17H27N3O2S, computed with ωB97M-V with the def2-TZVPD basis set.

As for the LUMO energy: 0.02649 hartree. The HOMO energy is -7.6 eV. The SMILES is CCOc1ccc(CCN2CN(CC)CNC2=S)cc1OCC.

ORCA input file:
```
! RIJCOSX wB97M-V def2-TZVPD def2/J DEFGRID3
* xyz 0 1
C -5.524 -1.749 -0.610
C -4.452 -1.265 -1.584
O -3.689 -0.195 -1.070
C -2.721 -0.444 -0.143
C -2.315 -1.692 0.296
C -1.283 -1.820 1.213
C -0.631 -0.705 1.703
C 0.563 -0.850 2.607
C 1.724 -1.527 1.855
N 1.923 -0.958 0.543
C 2.365 0.429 0.469
N 2.939 0.759 -0.808
C 4.250 0.155 -1.040
C 5.338 0.913 -0.290
C 1.967 0.458 -1.827
N 1.545 -0.926 -1.737
C 1.541 -1.614 -0.573
S 1.150 -3.224 -0.612
C -1.056 0.556 1.290
C -2.090 0.706 0.383
O -2.592 1.893 -0.068
C -2.049 3.111 0.386
C -0.761 3.498 -0.338
H -6.171 -0.919 -0.337
H -6.121 -2.526 -1.079
H -5.074 -2.145 0.296
H -4.928 -0.850 -2.478
H -3.803 -2.094 -1.893
H -2.781 -2.588 -0.079
H -0.981 -2.807 1.525
H 0.316 -1.469 3.472
H 0.877 0.131 2.971
H 2.652 -1.432 2.431
H 1.507 -2.586 1.707
H 3.106 0.586 1.257
H 1.519 1.106 0.645
H 4.268 -0.908 -0.758
H 4.452 0.221 -2.111
H 5.249 0.783 0.785
H 5.272 1.973 -0.518
H 6.314 0.546 -0.596
H 2.392 0.642 -2.817
H 1.104 1.126 -1.687
H 1.317 -1.455 -2.563
H -0.569 1.426 1.705
H -2.824 3.851 0.166
H -1.893 3.091 1.473
H 0.037 2.788 -0.133
H -0.938 3.516 -1.411
H -0.441 4.486 -0.017
*
```



two | One molecule with the formula C17H27N3O2S, computed with ωB97M-V with the def2-TZVPD basis set.

As for the LUMO energy: 0.02380 hartree. The HOMO energy is -8.1 eV. The SMILES is CCOC(=O)N1CCC[C@@H](N2CCC(c3nccs3)CC2)CC1.

ORCA input file:
```
! RIJCOSX wB97M-V def2-TZVPD def2/J DEFGRID3
* xyz 0 1
C -3.708 3.367 2.996
C -4.189 2.083 3.738
O -3.761 0.891 3.041
C -2.507 0.467 3.284
O -1.787 0.887 4.190
N -1.964 -0.589 2.511
C -0.761 -1.246 2.985
C 0.444 -0.465 2.448
C 0.761 -0.755 1.016
C -0.373 -0.343 0.022
N 0.102 -0.338 -1.377
C 0.841 0.865 -1.753
C 0.983 0.904 -3.229
C 1.845 -0.281 -3.735
C 3.287 -0.252 -3.247
N 4.187 0.451 -3.899
C 5.445 0.323 -3.318
C 5.529 -0.459 -2.213
S 3.965 -1.037 -1.783
C 1.105 -1.547 -3.363
C 0.614 -1.646 -1.872
C -1.554 -1.325 0.134
C -2.584 -1.011 1.254
H -2.610 3.487 3.010
H -4.025 3.358 1.935
H -4.138 4.239 3.460
H -3.873 2.057 4.764
H -5.276 2.077 3.724
H -0.746 -2.291 2.636
H -0.672 -1.294 4.085
H 0.309 0.606 2.590
H 1.329 -0.705 3.070
H 1.016 -1.824 0.905
H 1.673 -0.231 0.751
H -0.699 0.687 0.256
H 1.813 0.801 -1.271
H 0.348 1.782 -1.367
H 1.504 1.846 -3.484
H 0.001 0.898 -3.712
H 1.911 -0.255 -4.815
H 6.310 0.840 -3.690
H 6.439 -0.660 -1.637
H 1.731 -2.412 -3.604
H 0.242 -1.601 -4.076
H 1.404 -2.058 -1.249
H -0.133 -2.435 -1.836
H -1.209 -2.340 0.229
H -2.121 -1.331 -0.809
H -3.181 -1.921 1.434
H -3.267 -0.267 0.871
*
```



Quick one: least stable of them? one



one | A 12-piece molecular cluster, H23O12 overall, computed with ωB97M-V with the def2-TZVPD basis set.

As for the LUMO energy: 0.10004 hartree. The HOMO energy is -6.5 eV.

ORCA input file:
```
! RIJCOSX wB97M-V def2-TZVPD def2/J DEFGRID3
* xyz -1 1
O -1.153 -1.395 -4.423
H 0.162 -3.187 1.230
H -0.034 1.560 0.654
O 1.575 -1.254 3.403
H 0.961 -1.821 2.828
H 2.357 -1.842 3.404
O -1.386 1.376 3.873
H -1.077 0.439 3.775
O -0.162 2.083 1.421
H -1.067 4.720 1.392
H -0.465 1.488 2.126
O -0.594 -2.908 1.779
H -1.604 -3.023 -3.029
H -2.020 -0.717 0.446
O 2.547 -0.291 -3.870
H -1.417 0.115 -2.495
H -0.779 1.746 4.396
O -0.281 4.717 0.831
H -0.530 4.049 0.214
H 2.219 -0.151 -2.947
O 1.671 -0.723 -1.453
H 1.551 0.032 -0.857
H 0.892 -1.190 -0.706
O -2.587 -3.070 -2.723
H -2.413 -3.060 -1.777
H -0.356 -1.346 -3.863
O -0.619 0.171 -1.848
H -1.798 -1.179 -3.838
H 1.791 2.549 3.155
O 2.209 2.359 2.374
H -0.957 -0.162 -0.861
H 2.372 -1.089 -4.102
O -1.022 -0.834 0.368
H 1.567 2.258 1.693
H -0.920 -2.041 1.318
*
```



two | A 12-piece molecular cluster, H23O12 overall, computed with ωB97M-V with the def2-TZVPD basis set.

As for the LUMO energy: 0.08968 hartree. The HOMO energy is -6.8 eV.

ORCA input file:
```
! RIJCOSX wB97M-V def2-TZVPD def2/J DEFGRID3
* xyz -1 1
O -20.147 -0.912 10.340
H -19.441 -1.573 10.473
O -19.658 0.461 12.433
H -19.873 -0.113 13.165
H -19.804 -0.092 11.595
O -22.144 -1.447 11.913
H -21.753 -1.940 12.590
H -21.380 -1.334 11.327
O -21.795 1.044 9.080
H -21.571 1.114 8.199
H -21.116 0.477 9.456
O -21.658 -2.116 8.465
H -22.049 -1.289 8.137
H -21.131 -1.712 9.161
O -19.954 -4.143 8.371
H -20.452 -4.556 9.077
H -20.381 -3.296 8.273
O -17.720 -3.235 9.588
H -18.325 -3.750 9.120
H -18.052 -3.088 10.500
O -16.089 -1.382 8.673
H -15.425 -1.356 9.327
H -16.886 -1.885 9.004
O -16.532 -0.395 11.911
H -17.029 -0.118 11.112
H -16.587 0.372 12.494
O -19.365 -0.883 7.789
H -18.596 -1.378 7.464
H -19.532 -1.131 8.731
O -18.621 -3.118 12.161
H -18.150 -2.727 12.908
H -18.637 -4.016 12.399
O -17.919 0.751 10.013
H -18.619 0.115 10.091
H -17.587 0.777 9.115
*
```



Quick one: least stable of them? one



one | A 8-piece molecular cluster, C32H48O24 overall, computed with ωB97M-V with the def2-TZVPD basis set.

As for the LUMO energy: -0.02995 hartree. The HOMO energy is -10.2 eV. The SMILES is C[C@H]1COC(=O)O1.C[C@H]1COC(=O)O1.C[C@H]1COC(=O)O1.C[C@H]1COC(=O)O1.C[C@H]1COC(=O)O1.C[C@H]1COC(=O)O1.C[C@H]1COC(=O)O1.C[C@H]1COC(=O)O1.

ORCA input file:
```
! RIJCOSX wB97M-V def2-TZVPD def2/J DEFGRID3
* xyz 0 1
C -5.384 -0.207 -3.222
C -4.638 0.651 -4.209
C -4.501 0.069 -5.603
O -4.601 1.149 -6.529
C -5.107 2.165 -5.814
O -5.485 3.215 -6.318
O -5.261 1.823 -4.566
H -6.439 0.023 -3.374
H -5.166 -0.164 -2.155
H -5.256 -1.231 -3.573
H -3.614 0.899 -3.929
H -5.327 -0.599 -5.846
H -3.485 -0.308 -5.723
C 2.260 3.423 6.107
C 2.266 4.267 4.789
C 1.747 3.487 3.574
O 0.470 3.976 3.239
C 0.363 5.148 3.765
O -0.574 5.880 3.629
O 1.235 5.335 4.764
H 2.248 4.187 6.883
H 3.234 3.018 6.381
H 1.402 2.771 6.275
H 3.186 4.820 4.598
H 1.807 2.419 3.781
H 2.450 3.669 2.762
C -2.883 -4.050 -3.206
C -3.390 -3.219 -4.325
C -2.703 -3.402 -5.768
O -3.891 -3.452 -6.565
C -5.028 -3.636 -5.810
O -6.118 -3.833 -6.206
O -4.726 -3.429 -4.459
H -2.785 -3.485 -2.279
H -1.909 -4.387 -3.561
H -3.483 -4.854 -2.781
H -3.328 -2.160 -4.072
H -2.014 -4.231 -5.928
H -2.141 -2.503 -6.021
C -3.717 2.310 3.037
C -3.653 2.483 4.644
C -2.279 2.419 5.392
O -2.170 3.698 6.016
C -3.137 4.448 5.684
O -3.315 5.597 6.095
O -3.959 3.856 4.800
H -3.010 2.936 2.493
H -4.729 2.448 2.657
H -3.528 1.249 2.874
H -4.382 1.862 5.165
H -1.542 2.222 4.613
H -2.352 1.604 6.112
C 0.353 1.046 0.605
C -0.911 1.232 -0.341
C -0.353 1.923 -1.609
O -0.390 0.868 -2.601
C -1.221 0.050 -2.253
O -1.802 -0.673 -3.093
O -1.237 -0.030 -0.881
H 1.382 1.173 0.267
H 0.376 0.062 1.074
H 0.261 1.796 1.391
H -1.710 1.869 0.038
H 0.723 2.078 -1.530
H -0.987 2.776 -1.852
C -0.376 -3.572 -1.324
C 0.653 -4.654 -1.407
C 2.085 -4.251 -1.122
O 2.447 -5.267 -0.205
C 1.538 -6.015 0.069
O 1.659 -6.847 0.875
O 0.435 -5.834 -0.558
H -0.662 -3.071 -2.249
H -0.015 -2.756 -0.699
H -1.331 -3.858 -0.883
H 0.560 -5.186 -2.353
H 2.309 -3.248 -0.757
H 2.630 -4.108 -2.055
C 4.285 -0.203 -1.343
C 5.017 1.039 -0.917
C 6.455 1.099 -0.885
O 6.784 1.886 -2.056
C 5.724 2.615 -2.345
O 5.726 3.610 -3.023
O 4.591 2.097 -1.690
H 4.482 -1.126 -0.797
H 4.636 -0.515 -2.326
H 3.206 -0.178 -1.188
H 4.608 1.116 0.091
H 7.034 0.181 -0.987
H 6.788 1.483 0.080
C 5.490 -1.749 3.989
C 3.948 -1.297 3.851
C 3.765 -0.486 2.650
O 2.814 -1.193 1.905
C 2.505 -2.366 2.451
O 1.656 -3.167 1.998
O 3.205 -2.514 3.576
H 5.901 -2.135 3.056
H 5.619 -2.366 4.879
H 6.033 -0.875 4.348
H 3.595 -0.910 4.806
H 4.699 -0.413 2.093
H 3.360 0.480 2.951
*
```



two | A 8-piece molecular cluster, C32H48O24 overall, computed with ωB97M-V with the def2-TZVPD basis set.

As for the LUMO energy: 0.00219 hartree. The HOMO energy is -10.1 eV. The SMILES is C[C@H]1COC(=O)O1.C[C@H]1COC(=O)O1.C[C@H]1COC(=O)O1.C[C@H]1COC(=O)O1.C[C@H]1COC(=O)O1.C[C@H]1COC(=O)O1.C[C@H]1COC(=O)O1.C[C@H]1COC(=O)O1.

ORCA input file:
```
! RIJCOSX wB97M-V def2-TZVPD def2/J DEFGRID3
* xyz 0 1
C -25.441 -0.683 -3.514
C -26.304 0.357 -4.059
C -26.857 1.506 -3.212
O -26.515 2.634 -4.034
C -25.749 2.274 -5.016
O -25.092 2.950 -5.787
O -25.578 0.967 -5.089
H -24.641 -0.243 -2.919
H -25.063 -1.208 -4.392
H -26.070 -1.352 -2.927
H -27.169 -0.129 -4.511
H -26.373 1.497 -2.236
H -27.943 1.476 -3.122
C -21.357 0.647 -4.212
C -21.913 1.779 -5.098
C -21.031 3.022 -5.366
O -21.252 3.360 -6.733
C -21.804 2.303 -7.340
O -21.958 2.208 -8.607
O -22.205 1.404 -6.405
H -21.398 1.077 -3.211
H -20.386 0.215 -4.452
H -22.059 -0.186 -4.211
H -22.898 2.089 -4.750
H -20.017 2.882 -4.991
H -21.395 3.767 -4.659
C -21.756 5.381 -15.006
C -22.739 5.569 -13.876
C -24.037 4.856 -13.927
O -24.160 4.306 -12.635
C -23.027 4.661 -11.939
O -22.803 4.231 -10.812
O -22.134 5.228 -12.650
H -20.940 6.103 -14.968
H -22.378 5.618 -15.869
H -21.467 4.330 -15.028
H -22.902 6.626 -13.666
H -23.916 4.063 -14.665
H -24.858 5.525 -14.186
C -28.868 0.538 -15.032
C -28.476 1.190 -13.682
C -27.321 2.178 -13.668
O -27.710 3.248 -12.873
C -29.097 3.222 -12.772
O -29.740 4.081 -12.175
O -29.520 2.076 -13.339
H -28.143 -0.161 -15.447
H -28.960 1.317 -15.789
H -29.882 0.168 -14.885
H -28.453 0.501 -12.838
H -27.200 2.499 -14.702
H -26.358 1.792 -13.332
C -24.999 -1.555 -14.804
C -23.917 -0.603 -15.485
C -23.822 -0.825 -17.052
O -24.560 0.243 -17.618
C -24.849 1.199 -16.660
O -25.347 2.280 -16.870
O -24.502 0.718 -15.447
H -26.075 -1.386 -14.769
H -24.635 -1.560 -13.776
H -24.815 -2.625 -14.898
H -22.908 -0.700 -15.083
H -24.329 -1.769 -17.254
H -22.794 -0.847 -17.413
C -28.204 7.155 -10.730
C -26.992 7.965 -11.175
C -25.828 7.135 -11.769
O -25.539 7.910 -12.953
C -26.497 8.810 -13.185
O -26.573 9.494 -14.271
O -27.445 8.776 -12.192
H -27.938 6.443 -9.950
H -28.699 6.670 -11.572
H -28.990 7.839 -10.408
H -26.494 8.519 -10.380
H -26.153 6.105 -11.915
H -24.993 7.065 -11.073
C -26.723 3.490 -8.980
C -25.525 2.659 -9.423
C -25.310 1.474 -8.525
O -25.224 0.336 -9.381
C -25.433 0.709 -10.674
O -25.406 -0.014 -11.680
O -25.835 2.011 -10.687
H -26.642 4.553 -9.206
H -26.638 3.545 -7.895
H -27.715 3.086 -9.179
H -24.584 3.170 -9.629
H -26.153 1.446 -7.836
H -24.436 1.458 -7.875
C -29.235 7.542 -4.605
C -28.381 6.818 -5.693
C -27.702 5.551 -5.250
O -28.451 4.577 -5.939
C -29.306 5.085 -6.791
O -30.101 4.512 -7.461
O -29.218 6.402 -6.856
H -29.764 6.813 -3.990
H -29.967 8.115 -5.173
H -28.591 8.238 -4.068
H -27.673 7.556 -6.070
H -27.740 5.475 -4.163
H -26.695 5.629 -5.661
*
```



Quick one: least stable of them? one



one | One molecule with the formula C5H4ClNO, computed with ωB97M-V with the def2-TZVPD basis set.

As for the LUMO energy: -0.02934 hartree. The HOMO energy is -10.2 eV. The SMILES is CC(=O)/C(C#N)=C\Cl.

ORCA input file:
```
! RIJCOSX wB97M-V def2-TZVPD def2/J DEFGRID3
* xyz 0 1
C -1.879 1.640 0.061
C -0.508 1.072 0.000
O 0.454 1.800 -0.086
C -0.349 -0.402 -0.052
C -1.569 -1.223 -0.005
N -2.503 -1.894 0.045
C 0.850 -1.023 -0.135
Cl 2.377 -0.281 0.070
H -2.412 1.290 0.976
H -1.881 2.728 -0.026
H -2.539 1.312 -0.786
H 1.034 -2.074 -0.206
*
```



two | One molecule with the formula C5H4ClNO, computed with ωB97M-V with the def2-TZVPD basis set.

As for the LUMO energy: -0.01040 hartree. The HOMO energy is -10.4 eV. The SMILES is N#C[C@H]1C(=O)C[C@@H]1Cl.

ORCA input file:
```
! RIJCOSX wB97M-V def2-TZVPD def2/J DEFGRID3
* xyz 0 1
N 1.829 2.601 0.241
C 1.033 1.663 0.110
C 0.262 0.694 -0.561
C 0.913 -0.684 -0.090
O 2.097 -0.951 0.054
C -0.384 -1.393 0.344
C -1.002 0.106 0.179
Cl -2.190 0.408 -1.141
H 0.101 1.079 -1.714
H -0.742 -2.234 -0.290
H -0.446 -1.540 1.517
H -1.470 0.249 1.351
*
```



Quick one: least stable of them? two